C21H31N6O10 | ωB97M-V/def2-TZVPD

```
68
Properties=species:S:1:pos:R:3:forces:R:3
N 0.84232 0.78097 1.14075 -1.032 0.262 0.315
O 1.44632 0.38397 0.09875 -0.370 0.277 0.939
O 1.42832 1.09097 2.18575 0.870 -0.283 -0.524
O -0.42368 0.87197 1.16175 0.525 -0.303 -0.970
C -3.73968 2.59797 -1.55625 -1.432 2.598 1.739
C -4.57468 3.88097 -1.39225 2.216 -0.172 3.305
C -4.54668 4.60297 -0.07325 2.056 -3.098 -1.595
C -3.67468 4.06497 1.14475 -1.164 -3.648 -3.351
C -3.13368 2.66097 1.01775 0.224 1.894 -2.514
C -3.05968 2.06997 -0.44225 -3.553 5.196 2.712
N -3.65968 4.75597 2.42975 0.406 2.497 3.664
O -2.77268 4.56597 3.35475 -2.524 -0.486 -3.824
O -4.52968 5.65397 2.62575 1.578 -2.179 -1.171
H -3.73368 2.08597 -2.53625 0.101 0.334 0.792
H -5.11168 4.42097 -2.23625 0.738 -1.137 1.190
H -5.11068 5.53797 -0.15925 0.522 -0.248 1.048
H -2.61568 2.01497 1.85875 -1.066 1.883 -1.784
H -2.62868 1.17797 -0.53025 2.024 -3.416 -0.158
C 6.57432 1.88697 -0.24325 -1.873 0.869 -0.160
C 5.03932 1.84597 -0.13425 1.892 -2.447 -5.005
C 4.30832 1.27997 -1.48025 6.657 0.471 1.516
C 5.06832 0.80297 -2.68625 3.195 0.977 5.314
C 6.58632 0.77297 -2.63225 -5.275 4.378 8.499
C 7.32732 1.39397 -1.36425 -7.602 -1.490 -2.741
N 4.39332 0.18897 -3.84125 0.869 2.787 -0.435
O 3.19632 0.12797 -3.89225 -1.000 -0.751 0.720
O 5.11332 0.08997 -4.81425 0.462 -1.106 -0.544
H 7.18032 2.50897 0.54975 -1.366 -1.717 -1.326
H 4.48832 1.97997 0.84075 0.515 0.114 -1.552
H 3.30832 1.13197 -1.53225 -3.119 -0.136 0.374
H 6.99332 0.41097 -3.42525 3.211 -2.171 -4.631
H 8.33232 1.36297 -1.39625 3.252 0.145 0.046
C -3.41268 -1.71303 4.22175 -3.955 0.134 1.507
O -4.15468 -2.55503 4.72075 -0.920 0.714 0.849
N -2.37568 -2.04203 3.61875 7.335 -3.746 -2.634
C -1.44468 -1.11503 2.94775 -0.191 -1.003 0.570
C -1.95068 -3.51003 3.62375 1.507 0.606 -2.357
H -3.53768 -0.64703 4.08075 -1.023 0.845 0.707
H -1.85568 -0.14503 3.04875 0.127 1.167 0.434
H -1.47368 -1.28803 1.90275 0.037 -0.403 -1.136
H -0.38468 -1.20303 3.25475 -0.745 0.189 0.324
H -2.82868 -4.16403 3.41075 0.807 0.544 0.656
H -1.24668 -3.84603 4.43375 -1.384 0.612 -0.066
H -1.20368 -3.61303 2.72575 -1.569 0.284 1.226
C -2.49268 -0.61303 -2.71825 -0.039 -1.463 -4.546
O -3.34068 -1.11703 -3.49025 0.216 1.154 1.946
N -1.64468 0.35097 -3.19125 -0.926 -1.072 2.271
C -0.32868 0.50097 -2.60125 -2.526 1.114 -0.297
C -1.85768 1.06797 -4.39125 -1.292 1.979 1.467
H -2.15668 -1.19203 -1.87125 0.072 0.449 1.013
H -0.14668 1.33997 -2.00125 0.003 0.939 1.201
H 0.20832 0.54997 -3.43725 2.845 1.257 -3.464
H 0.09432 -0.36803 -2.31625 0.614 -3.016 2.397
H -2.50968 0.74897 -5.11725 -2.176 -1.807 -0.917
H -1.00468 1.12897 -4.93825 3.004 0.362 -1.220
H -2.19968 2.09397 -4.19925 0.264 0.109 0.178
C 2.07532 -2.81603 2.05075 -2.052 1.247 0.601
O 2.34832 -2.97503 3.19875 1.882 -0.298 2.866
N 1.48932 -3.81803 1.39475 -1.669 -0.524 -4.030
C 0.68232 -3.59803 0.14975 -0.135 2.741 5.252
C 1.24232 -5.14503 1.82975 5.752 -2.407 1.628
H 1.99332 -1.74703 1.71775 0.401 -0.931 -1.118
H 0.83432 -4.25703 -0.56225 1.680 -2.683 -3.867
H 0.59932 -2.55903 -0.03225 0.513 1.027 -0.949
H -0.27068 -3.84803 0.49975 -2.070 -0.327 0.321
H 2.16032 -5.53003 2.53075 -1.733 1.151 -1.603
H 1.30032 -5.88203 1.01675 -0.123 0.559 -0.233
H 0.48232 -5.47903 2.44775 -2.469 0.600 1.135
```
Positions in Å, forces in eV/Å.

Calculated values
Energy: -1899.11948 a.u.
Largest force on an atom: 10.9 eV/Å
Kohn-Sham gap: 6.98 eV
Net charge: -1
Energy relative to the best compared isomer or geometry (same formula, charge and spin): 167.5 kJ/mol

---

C21H31N6O3Pt | ωB97M-V/def2-TZVPD

```
62
Properties=species:S:1:pos:R:3:forces:R:3
Pt -0.32317 -3.19743 -0.48890 1.164 -1.261 -0.176
C 4.13515 -2.43973 -0.67396 -0.003 0.010 -0.023
N 3.58954 -2.78005 0.64057 0.093 -0.072 -0.022
C 4.42637 -2.63370 1.82690 0.018 -0.022 0.031
C 2.32958 -3.22585 0.70548 0.029 -0.251 -0.002
N 1.62231 -3.55779 -0.33118 -0.264 0.637 -0.193
N 1.78994 -3.37521 1.97277 -0.070 0.319 0.083
C 0.48230 -3.68721 2.29104 0.100 -0.221 0.066
N 0.21486 -3.63302 3.61127 -0.023 -0.085 0.029
N -0.39027 -4.03026 1.40328 -0.707 0.365 -0.594
H 5.09332 -1.94936 -0.53828 -0.008 0.006 0.025
H 3.46976 -1.74878 -1.19450 -0.013 -0.007 -0.005
H 4.28962 -3.32953 -1.28749 0.013 -0.014 0.015
H 5.45074 -2.46580 1.51183 -0.007 -0.006 -0.018
H 4.42403 -3.54174 2.43220 -0.008 -0.011 -0.010
H 4.12551 -1.77610 2.43507 -0.013 0.005 -0.009
H 2.06155 -3.41536 -1.23022 0.132 0.021 0.042
H 2.35764 -3.04424 2.73327 -0.028 0.062 0.001
H 0.91882 -3.43605 4.29909 0.019 -0.083 0.002
H -0.70849 -3.84445 3.94493 0.002 0.015 0.007
H -1.30244 -4.23816 1.78834 0.034 -0.125 0.063
C -4.66811 -2.08573 -0.67880 0.058 -0.118 0.004
C -3.17459 -1.89426 -0.56618 -0.363 0.079 -0.010
O -2.47888 -3.15376 -0.81419 0.485 0.371 0.182
H -5.17081 -1.16660 -0.37688 -0.008 -0.001 -0.031
H -5.00834 -2.89493 -0.03252 -0.025 0.022 0.005
H -4.96445 -2.30793 -1.70554 -0.018 -0.003 0.012
H -2.88128 -1.59583 0.43608 0.080 -0.046 0.010
H -2.81394 -1.13745 -1.25737 0.098 -0.024 -0.011
H -2.65828 -3.42849 -1.72268 0.022 -0.039 0.009
C -3.21078 4.84037 2.05805 0.042 -0.011 -0.036
C -1.88002 4.47076 1.45908 0.000 0.007 0.021
C -0.75007 5.21521 1.77138 0.004 0.011 -0.001
C 0.48226 4.89042 1.22647 -0.002 -0.010 -0.008
C 0.59530 3.81153 0.36983 0.036 -0.057 0.029
C -0.52957 3.05885 0.03868 0.018 0.020 -0.050
N -0.42892 1.91189 -0.78575 0.029 -0.031 0.125
C 0.45375 1.69779 -1.81384 -0.099 0.126 0.074
C 1.04738 2.76565 -2.50932 0.016 0.036 -0.052
C 1.89669 2.53996 -3.57026 -0.023 0.006 0.065
C 2.18915 1.24465 -3.99602 0.000 -0.044 -0.041
C 1.59234 0.18868 -3.34560 0.000 0.071 -0.003
C 0.73275 0.38647 -2.25654 0.172 -0.298 -0.238
C 0.15846 -0.80918 -1.60986 -0.036 0.002 -0.056
O 0.39264 -1.97753 -2.13447 -0.818 -0.482 0.711
O -0.52211 -0.74352 -0.56814 -0.087 1.053 0.032
C -1.77834 3.38636 0.57864 -0.063 -0.014 -0.073
C -3.01354 2.59974 0.22190 0.028 0.038 0.035
H -3.10082 5.66704 2.75747 -0.012 -0.005 0.004
H -3.65730 3.99836 2.59111 -0.008 0.010 -0.001
H -3.92082 5.14569 1.28614 -0.008 -0.003 0.012
H -0.83772 6.05534 2.44932 -0.002 -0.003 -0.006
H 1.35980 5.46917 1.48441 -0.001 0.000 -0.014
H 1.56019 3.52888 -0.02946 0.004 0.019 0.009
H -0.80199 1.05169 -0.40082 0.060 0.051 -0.008
H 0.80914 3.77763 -2.21555 0.003 0.004 -0.010
H 2.33298 3.38675 -4.08520 -0.016 0.006 0.008
H 2.84927 1.07598 -4.83540 0.000 -0.004 0.007
H 1.77067 -0.82765 -3.66941 -0.003 -0.003 -0.010
H -2.82980 1.91348 -0.60183 -0.003 0.011 -0.004
H -3.82120 3.26959 -0.07692 -0.014 -0.015 0.015
H -3.37779 2.02480 1.07847 -0.005 -0.013 -0.017
```
Positions in Å, forces in eV/Å.

Calculated values
Energy: -1492.24075 a.u.
Largest force on an atom: 1.7 eV/Å
Kohn-Sham gap: 6.68 eV
Net charge: +1
Energy relative to the best compared isomer or geometry (same formula, charge and spin): 71.7 kJ/mol

---

C21H31NOP2STc | ωB97M-V/def2-TZVPD

```
58
Properties=species:S:1:pos:R:3:forces:R:3
C -1.30131 3.51611 -2.37306 0.447 0.624 -0.250
C -1.07691 2.17071 -2.12706 0.478 -0.531 0.081
C 0.22799 1.62541 -2.40426 0.165 0.458 -0.153
C 1.28739 2.49191 -2.88116 -0.581 0.001 0.131
C 0.99579 3.87131 -3.12366 0.522 -0.637 0.027
C -0.27141 4.36251 -2.88286 -0.813 -0.231 0.317
C 2.55909 1.91811 -3.06186 0.104 0.128 -0.024
C 2.77949 0.56181 -2.76006 -0.137 -0.601 0.171
C 1.64079 -0.21259 -2.30916 0.511 0.058 -0.138
C 1.80709 -1.59909 -1.95306 -0.360 0.605 0.025
C 3.06749 -2.16569 -2.05906 0.701 0.252 -0.200
C 4.18719 -1.41019 -2.51996 -0.445 -0.690 0.315
C 4.05409 -0.07969 -2.86266 -0.500 0.670 -0.055
H -2.28731 3.94581 -2.16326 0.403 -0.156 -0.124
H 1.79319 4.52761 -3.48916 -0.348 -0.251 0.112
H -0.49411 5.41881 -3.06686 0.095 -0.464 0.073
H 3.38879 2.53731 -3.42256 -0.291 -0.215 0.153
H 3.21179 -3.21609 -1.78166 -0.040 0.418 -0.154
H 5.16439 -1.89889 -2.59186 -0.423 0.208 0.018
H 4.91749 0.50291 -3.20216 -0.339 -0.268 0.101
N 0.41469 0.31651 -2.17286 0.323 0.253 -0.229
Tc 0.14459 0.24941 1.34004 -0.983 2.459 -2.488
C -2.09821 1.26611 -1.50106 0.188 -0.134 0.023
H -2.01221 0.24931 -1.91686 -0.091 0.397 0.108
H -3.12101 1.65181 -1.65756 0.412 -0.156 0.152
C 0.61159 -2.32429 -1.41666 -0.045 -0.044 0.128
H -0.29311 -2.01229 -1.96326 0.343 -0.171 0.196
H 0.73499 -3.41889 -1.49466 -0.042 0.449 0.035
P -1.85591 1.09451 0.36294 -0.848 0.828 -0.055
P 0.26949 -1.92599 0.40304 0.495 -2.377 -1.515
C 1.58929 -2.97389 1.18234 -0.037 0.035 -0.062
H 1.44079 -2.98229 2.27504 0.258 -0.227 -0.591
H 1.58099 -4.01049 0.79964 -0.015 0.446 0.196
H 2.56929 -2.51189 0.97744 -0.292 -0.194 0.101
C -1.21261 -3.03309 0.63324 0.092 0.266 0.071
H -1.00411 -4.07269 0.32274 -0.008 0.498 0.133
H -1.51161 -3.02659 1.69534 0.041 -0.037 -0.490
H -2.05231 -2.64139 0.03464 0.310 -0.179 0.256
C -2.26471 2.81511 0.90344 0.256 -0.150 -0.019
H -3.20861 3.17671 0.45664 0.383 -0.246 0.175
H -2.33971 2.82381 2.00274 0.022 0.023 -0.432
H -1.43271 3.47681 0.61414 -0.308 -0.204 0.160
C -3.43581 0.21081 0.79394 0.455 -0.261 0.121
H -3.49951 0.09851 1.88974 0.019 0.070 -0.436
H -4.32231 0.76391 0.43574 0.518 -0.144 0.115
H -3.42831 -0.79469 0.34264 -0.063 0.369 0.174
H 0.94839 0.91711 0.18834 1.458 1.087 -1.794
H 0.07819 1.72191 2.07714 0.245 0.510 0.171
C 0.07919 -0.19509 5.01134 0.966 0.059 1.260
S 0.07159 -1.53079 3.76634 -2.774 1.484 2.860
C -1.44141 -2.32469 4.41554 0.018 -1.516 0.741
O -0.67621 -0.65149 2.74714 -1.638 -2.202 1.962
H 0.44539 -0.59369 5.97964 -0.141 0.220 -0.500
H -0.93651 0.23481 5.15184 0.563 -0.629 -0.448
H 0.76649 0.61151 4.68134 -0.340 -0.630 -0.007
H -2.35661 -1.75989 4.14204 0.962 0.029 -0.055
H -1.50881 -3.35579 4.01114 0.037 0.607 0.209
H -1.38341 -2.40689 5.52104 0.113 0.029 -0.651
```
Positions in Å, forces in eV/Å.

Calculated values
Energy: -2109.82507 a.u.
Largest force on an atom: 4.3 eV/Å
2S+1: 4
Kohn-Sham gap (alpha / beta): 7.23 / 4.42 eV
Net charge: +2

---

C21H31NdO4 | ωB97M-V/def2-TZVPD

```
57
Properties=species:S:1:pos:R:3:forces:R:3
O 5.28282 3.62689 0.19543 2.226 0.504 -0.094
C 6.65848 3.29900 -0.25551 -0.017 -0.656 -0.437
C 7.33508 4.43802 0.48511 -0.738 -0.199 0.071
H 6.76061 3.37621 -1.34536 -0.247 -0.290 0.190
H 6.99504 2.32006 0.11608 -0.338 0.236 -0.337
C 5.87879 4.75887 0.90459 0.705 1.211 0.403
H 7.84250 5.19285 -0.11232 -0.108 -0.059 -0.055
H 7.97429 4.12223 1.31608 -0.135 0.096 -0.206
C 5.39526 6.10041 0.38501 -0.087 0.104 0.193
H 5.43775 6.17053 -0.70870 -0.131 -0.126 0.248
H 6.04331 6.88619 0.79734 -0.122 -0.147 -0.083
H 4.38358 6.29200 0.76005 0.023 0.018 -0.343
C 5.77043 4.70104 2.40850 -0.294 0.152 0.131
H 6.05248 3.71301 2.78635 -0.178 0.124 0.011
H 4.76470 4.98801 2.72512 0.019 -0.257 0.216
H 6.47714 5.44037 2.81570 -0.233 -0.217 -0.032
Nd 0.85660 1.00691 -0.15219 -0.021 -2.061 0.955
C -0.78473 -0.96588 1.06364 -0.892 0.372 -1.636
C -0.03590 -1.94293 0.19701 -0.125 -1.228 -0.223
C 1.38801 -1.69178 0.63802 0.396 0.404 -1.327
H -0.34873 -2.99565 0.31572 -0.127 -0.293 0.135
C 1.39593 -0.88516 1.77062 -0.950 0.821 1.155
C 0.05280 -0.43243 2.02802 2.079 0.665 1.177
H -0.21793 0.21327 2.87507 0.084 -0.526 -0.458
H -1.87643 -0.95867 1.05817 0.402 0.117 0.159
H 2.20700 -2.29784 0.25566 -0.072 0.115 0.234
H 2.26240 -0.64467 2.38992 -0.425 -0.302 -0.101
C -1.68989 1.74125 -0.17167 -0.148 0.541 0.038
C -1.13798 2.31714 1.01094 -0.101 0.584 -0.323
C -0.20397 3.32291 0.62071 -0.764 -0.093 -0.400
H -1.42778 2.07606 2.02988 0.176 0.003 -0.302
C -0.20054 3.38011 -0.80845 -0.289 0.011 0.259
C -1.11458 2.39825 -1.29532 -0.110 0.426 0.451
H -1.39662 2.23787 -2.33586 0.241 -0.028 0.319
H -2.46228 0.97639 -0.21451 0.312 0.271 0.057
H 0.35069 3.97472 1.29282 -0.079 -0.190 -0.178
H 0.34724 4.09706 -1.41664 -0.033 -0.235 0.149
O 3.37506 1.02015 -0.29254 0.154 -0.164 -0.343
C 3.85516 1.25656 1.06811 -0.171 -0.128 -0.184
C 5.16437 0.46635 1.15967 -0.417 -0.161 0.189
H 3.09053 0.93815 1.80539 0.401 -0.232 -0.609
H 3.94330 2.32733 1.20549 0.385 0.009 -0.290
C 5.52909 0.03127 -0.27555 -0.185 0.595 0.172
H 4.97114 -0.41244 1.77543 0.173 -0.082 -0.008
H 5.95918 1.03755 1.63514 0.008 0.047 -0.001
C 4.23178 0.09275 -1.06019 -0.722 0.296 0.810
H 5.93760 -0.96289 -0.26194 0.253 -0.403 -0.135
H 6.24991 0.71043 -0.72227 0.087 -0.081 0.038
H 3.73231 -0.88862 -1.08939 0.016 0.362 -0.046
H 4.32844 0.50791 -2.07370 -0.026 -0.134 0.381
C -1.33237 -2.26926 -3.31334 0.128 -0.298 0.515
O -0.93626 -2.58984 -1.94022 -0.440 0.210 -0.970
C -0.27759 -1.67406 -1.28985 0.953 1.717 0.809
O 0.10799 -0.59543 -1.80223 -0.585 -1.438 -0.362
H -1.97022 -3.11018 -3.58149 0.116 0.140 -0.172
H -0.43982 -2.21782 -3.94801 -0.318 0.068 0.152
H -1.90283 -1.33410 -3.33914 0.290 -0.192 0.044
```
Positions in Å, forces in eV/Å.

Calculated values
Energy: -1681.02578 a.u.
Largest force on an atom: 2.5 eV/Å
2S+1: 4
Kohn-Sham gap (alpha / beta): 4.62 / 4.53 eV